[1]
ORCA calculation (ωB97M-V/def2-TZVPD) on the molecule C3H3N3 in a non-equilibrium geometry.

Last column: Löwdin charge in e.
CARTESIAN COORDINATES (ANGSTROEM)
C -0.19360 -0.77740 0.15365  -0.203
C -1.12722 0.11609 -0.03765  -0.139
C 1.59726 1.61972 0.05818  0.054
N 1.14144 -0.80693 0.05825  0.042
N 1.87427 0.37575 0.17732  -0.197
N -1.91719 0.96683 0.25571  0.202
H -0.47364 -1.71165 0.43875  0.082
H 2.84022 0.19383 0.14920  0.077
H -2.71446 1.18669 -0.30591  0.081

Properties
Highest occupied orbital energy (spin up / spin down), eV: -8.215 / -7.781
Calculated total energy, Ha: -280.12253
ΔE to the lowest compared entry with this formula, charge and spin, kJ/mol: 678.02
Spin multiplicity: 1
Gap between HOMO and LUMO (spin up / spin down), Ha: 0.3091 / 0.2391

***

[2]
ORCA calculation (ωB97M-V/def2-TZVPD) on C6H15NO14S3V as an isolated structure in a non-equilibrium geometry.

Last column: Mulliken spin population.
CARTESIAN COORDINATES (ANGSTROEM)
V -1.30362 0.49744 -0.71526  2.061
S -3.07005 0.58041 -2.86563  -0.003
O -2.36960 1.76303 -2.25863  0.014
O -2.69692 0.38505 -4.27190  -0.001
O -2.56094 -0.52825 -1.96843  -0.014
O -4.50115 0.74389 -2.68183  0.001
S 0.03496 2.93830 1.43509  -0.002
O -0.25041 1.80911 0.46890  -0.018
O 0.07127 2.40913 2.82802  0.002
O 1.29496 3.61930 1.04459  0.000
O -1.07208 3.91985 1.49818  0.004
S -3.67442 0.95172 1.65999  0.010
O -2.55561 0.27409 0.81560  -0.023
O -4.32544 1.87047 0.70997  0.003
O -4.60741 -0.10211 2.10808  -0.006
O -3.11772 1.72395 2.76329  -0.003
C 3.51388 -2.90742 1.91425  7.342
O 2.54264 -2.09988 1.22366  -4.875
C 1.34773 -1.88209 1.97703  -0.064
C 0.51513 -0.78827 1.30186  -0.072
N -0.12703 -1.31884 0.08373  -0.036
C 0.74517 -1.54718 -1.10407  -0.143
C 1.45769 -0.25235 -1.44108  -0.083
O 0.42161 0.63065 -1.92350  0.053
C 0.92276 1.75116 -2.61532  0.006
H 4.22236 -3.05441 1.09628  -0.024
H 3.15008 -3.92281 2.07878  -0.892
H 3.97556 -2.35851 2.73109  -0.288
H 1.67828 -1.42283 2.91666  -0.005
H 0.78969 -2.81410 2.11938  0.118
H 1.12986 0.09658 1.15028  -0.012
H -0.21274 -0.34317 1.98725  0.006
H -0.45153 -2.25747 0.28167  0.019
H 0.19383 -1.88389 -1.98247  -0.062
H 1.45048 -2.34809 -0.86149  0.042
H 2.13069 -0.35270 -2.30580  -0.034
H 2.16638 0.08799 -0.68408  -0.017
H 1.74096 2.21690 -2.06452  -0.002
H 0.07381 2.39505 -2.83639  -0.001
H 1.32685 1.52028 -3.61321  0.001

Properties
Highest occupied orbital energy (spin up / spin down), eV: 5.305 / 3.330
Calculated total energy, Ha: -3484.08306
ΔE to the lowest compared entry with this formula, charge and spin, kJ/mol: 0.00
Spin multiplicity: 4
Gap between HOMO and LUMO (spin up / spin down), Ha: 0.1025 / 0.1744
Net charge: -4

***

[3]
ORCA calculation (ωB97M-V/def2-TZVPD) on a 2-piece molecular cluster, C6H18N2O overall in a non-equilibrium geometry.

Last column: Löwdin charge in e.
CARTESIAN COORDINATES (ANGSTROEM)
C -0.16980 -0.69456 0.80862  -0.148
N 0.48777 -2.06532 0.70480  -0.141
C 1.46258 -2.50890 -0.27477  -0.351
C 2.88816 -2.07852 -0.05567  -0.109
C 0.86487 0.66097 1.07768  -0.176
N -0.18139 1.63722 1.40007  -0.135
C -0.34296 2.76189 0.39920  -0.242
C -1.72734 2.34339 -0.33979  -0.085
H -0.84000 -0.44308 -0.23604  0.136
H -1.06799 -0.96365 1.45615  0.106
H 0.89766 -2.28910 1.61711  0.093
H 1.30592 -3.64927 -0.50704  0.124
H 0.99521 -2.25238 -1.30404  0.124
H 3.49918 -2.26959 -0.96050  0.084
H 3.26556 -2.42597 0.89336  0.062
H 2.85172 -1.01794 0.24451  0.051
H 1.54142 0.46663 1.89851  0.089
H 1.46066 0.83659 0.21188  0.077
H 0.03677 2.17059 2.27755  0.110
H -0.50615 3.72954 1.02946  0.116
H 0.31695 3.04436 -0.48246  0.108
H -1.68541 1.26154 -0.21224  0.020
H -1.62824 2.52207 -1.35180  0.023
H -2.53084 2.76464 0.26052  0.067
H -4.24038 -0.89481 -2.37350  0.005
H -3.37472 0.16393 -3.14523  0.064
O -3.57920 -0.81028 -3.03637  -0.072

Properties
Highest occupied orbital energy, eV: -8.072
Calculated total energy, Ha: -424.01058
ΔE to the lowest compared entry with this formula, charge and spin, kJ/mol: 365.67
SMILES: CCNCCNCC.O
Spin multiplicity: 1
Gap between HOMO and LUMO, Ha: 0.3296

***

[4]
ORCA calculation (ωB97M-V/def2-TZVPD) on a 2-piece molecular cluster, C3H11NO3 overall.

Last column: Löwdin charge in e.
CARTESIAN COORDINATES (ANGSTROEM)
C -2.18373 0.24878 1.16884  -0.343
O -1.56265 1.27037 0.46674  -0.069
O -1.25527 -0.63670 1.80564  -0.073
H -0.76932 -0.12009 2.45916  0.080
H -1.26335 0.90620 -0.41157  0.033
H -2.82969 0.71044 1.92330  0.117
H -2.77883 -0.40097 0.52027  0.124
C 0.19947 -0.91415 -1.23407  -0.301
C 1.94354 0.36546 0.18317  -0.059
N 1.54602 -0.09604 -1.15906  -0.052
O -0.56413 0.10679 -1.71612  -0.246
H 0.77709 0.63010 -1.71676  0.180
H 2.31870 -0.51056 -1.67510  0.139
H -0.04061 -1.27563 -0.22756  0.101
H 0.37381 -1.74751 -1.92991  0.111
H 2.26344 -0.47094 0.80504  0.091
H 2.75060 1.09333 0.10057  0.086
H 1.07490 0.84113 0.63741  0.078

Properties
Highest occupied orbital energy, eV: -9.221
Calculated total energy, Ha: -401.30189
ΔE to the lowest compared entry with this formula, charge and spin, kJ/mol: 291.87
SMILES: C[NH2+]C[O-].OCO
Spin multiplicity: 1
Gap between HOMO and LUMO, Ha: 0.3627

***

Among the records above, which one has the highest ΔE to the lowest compared entry with this formula, charge and spin?
C3H3N3